1.
{
  "formula": "C4H7N2",
  "method": "ωB97M-V/def2-TZVPD",
  "species": ["C", "C", "C", "C", "N", "N", "H", "H", "H", "H", "H", "H", "H"],
  "coordinates": [[-1.78112, 1.08980, 0.04438], [-1.96990, 0.12353, -0.76040], [-1.29224, -1.05364, -0.10529], [0.71512, 0.40874, 0.38358], [1.36865, -0.08156, -0.71680], [-0.76102, 0.16309, 0.52528], [-2.18916, 1.94511, 0.47204], [-2.14807, -1.56601, 0.42083], [-0.48751, -1.65689, -0.59108], [0.79370, 1.43108, 0.71335], [1.02422, 0.02623, 1.44321], [1.73158, -0.99497, -0.72059], [1.81247, 0.50905, -1.38361]],
  "forces_ev_per_a": [[2.7, -0.6, 2.7], [-4.5, -3.9, -5.9], [-0.5, 0.4, -1.2], [1.2, -0.1, 5.2], [-0.8, 0.5, -0.2], [0.7, 1.2, 2.1], [0.0, 1.7, 0.2], [1.6, 0.2, 0.0], [-1.2, 0.4, 0.2], [0.4, 0.9, -1.2], [0.2, -0.4, -2.0], [0.5, -1.0, 0.3], [-0.1, 0.6, -0.3]],
  "mulliken_spin": [0.15, 1.02, 0.09, 0.01, 0.06, 0.66, 0.01, 0.00, -0.01, -0.01, 0.01, 0.00, 0.00],
  "homo_energy_ev": [-13.158, -14.888],
  "homo_lumo_gap_ev": [9.27, 6.99],
  "multiplicity": 3,
  "s_squared": 2.010,
  "lumo_energy_ev": [-3.9, -7.9],
  "total_charge": 1
}

---

2.
{
  "formula": "CH2FPS",
  "method": "ωB97M-V/def2-TZVPD",
  "species": ["F", "P", "C", "S", "H", "H"],
  "coordinates": [[-2.30170, -0.61161, -1.14559], [-0.98561, 0.42510, -1.23864], [0.07004, 0.04895, -0.01749], [1.28903, 1.07486, 0.74338], [-0.22262, -0.89211, 0.56552], [2.15086, -0.04519, 1.09283]],
  "forces_ev_per_a": [[1.8, 0.6, 0.3], [-0.8, 0.1, -0.3], [-1.4, -1.8, 1.3], [1.1, -2.2, -0.1], [0.5, 1.3, -0.7], [-1.2, 1.9, -0.5]],
  "nbo_charge": [-0.58, 1.06, -0.95, 0.06, 0.26, 0.15],
  "homo_energy_ev": -9.009,
  "homo_lumo_gap_ev": 8.94,
  "multiplicity": 1,
  "smiles": "F/P=C/S",
  "lumo_energy_ev": -0.1,
  "total_charge": 0
}

---

3.
{
  "formula": "C4H10N2P2",
  "method": "ωB97M-V/def2-TZVPD",
  "species": ["H", "P", "N", "P", "H", "H", "C", "N", "C", "C", "C", "H", "H", "H", "H", "H", "H", "H"],
  "coordinates": [[1.75665, -1.48448, -0.58341], [2.10878, -0.14808, -0.99568], [3.25627, 0.14281, 0.00877], [4.16619, 1.56822, 0.33214], [4.50713, 0.86162, 1.59471], [3.09942, 2.26952, 0.81101], [-1.18212, 0.11455, 1.21452], [-0.58012, -0.89794, 0.72971], [-1.10390, -1.40584, -0.47828], [-1.87924, -0.19638, -1.02756], [-2.13352, 0.67285, 0.25764], [-0.86400, 0.48641, 2.12234], [-1.76155, -2.24226, -0.27322], [-0.28571, -1.69357, -1.24277], [-2.92056, -0.48784, -1.46280], [-1.24593, 0.23560, -1.73714], [-1.77708, 1.74327, 0.02588], [-3.16071, 0.46154, 0.70415]],
  "forces_ev_per_a": [[0.3, 0.1, -0.2], [-0.4, -0.1, 0.2], [-0.1, -0.2, -0.7], [0.9, -2.3, 0.8], [0.1, 1.6, -0.6], [-0.8, 0.9, 0.7], [1.1, -2.2, -3.1], [1.8, -1.0, 2.8], [0.1, 0.8, -2.1], [-3.4, -1.3, 1.0], [-0.8, 1.2, -1.0], [0.4, 1.0, 1.9], [0.1, -0.4, 0.0], [-1.3, 0.1, 1.5], [2.0, 0.6, 0.3], [0.5, 1.3, -1.1], [-1.5, -1.2, 0.7], [0.9, 1.2, -0.9]],
  "nbo_charge": [-0.09, 0.81, -1.18, 0.53, -0.02, -0.06, 0.11, -0.42, -0.26, -0.42, -0.49, 0.19, 0.21, 0.19, 0.21, 0.21, 0.23, 0.23],
  "homo_energy_ev": -8.422,
  "homo_lumo_gap_ev": 8.10,
  "multiplicity": 1,
  "smiles": "[H]/P=N/P.C1=NCCC1",
  "lumo_energy_ev": -0.3,
  "total_charge": 0
}

---

4.
{
  "formula": "C4H9NO",
  "method": "ωB97M-V/def2-TZVPD",
  "species": ["C", "C", "C", "O", "C", "N", "H", "H", "H", "H", "H", "H", "H", "H", "H"],
  "coordinates": [[-1.58664, -0.29312, -0.25190], [0.55138, -0.71434, 0.82551], [1.37204, -0.82669, -0.40738], [1.79629, 0.27551, -1.17406], [-0.64467, 0.93429, 0.23568], [0.37686, 0.58500, 1.24480], [-2.23458, -0.66232, 0.55789], [-2.19515, 0.23095, -0.98246], [-1.22461, -1.20284, -0.77016], [2.24279, -1.31140, 0.07299], [0.99480, -1.56337, -1.11660], [2.09713, 0.92850, -0.52834], [-1.37260, 1.59004, 0.71408], [-0.13915, 1.43051, -0.59922], [-0.03388, 0.59928, 2.17917]],
  "forces_ev_per_a": [[-0.2, 0.9, -0.1], [1.4, -0.5, 0.9], [-0.1, -0.4, 0.0], [0.1, 0.5, 0.2], [-1.0, -0.5, -0.7], [-0.2, -0.8, 0.0], [0.3, 0.4, -0.1], [-0.5, -0.2, -0.2], [0.4, 0.8, 0.4], [0.1, -0.1, 0.0], [-0.1, -0.1, 0.2], [0.0, 0.2, -0.2], [0.2, 0.2, -0.1], [-0.5, -0.2, 0.1], [0.0, 0.0, -0.3]],
  "nbo_charge": [-0.66, 0.18, -0.24, -0.72, -0.24, -0.68, 0.22, 0.21, 0.23, 0.22, 0.21, 0.47, 0.21, 0.22, 0.37],
  "homo_energy_ev": -8.037,
  "homo_lumo_gap_ev": 8.79,
  "multiplicity": 1,
  "lumo_energy_ev": 0.7,
  "total_charge": 0
}

---

The following energy above the lowest of the compared OMol25 structures with the same formula, charge and spin values (in kcal per mole) correspond, in order, to the records above: 87.9; 14.8; 16.2; 113.3.